The following is a DFT calculation (the ωB97M-V functional and the def2-TZVPD basis) of 14 unconnected molecules or ions with the total composition C28H86N10O14.

Output
Multiplicity: 1
Highest occupied orbital energy, eV: -8.72

Last column: Löwdin charge in e.
Element x y z (Å)
C -25.3501 22.6669 -17.8686  -0.02
C -25.0453 23.1074 -16.3828  -0.37
C -24.6769 24.5894 -16.2782  -0.19
O -23.4968 24.7939 -17.0103  -0.21
C -22.8147 26.0094 -16.7073  -0.07
N -26.2861 22.8083 -15.6730  0.05
H -24.3913 22.5037 -18.3648  0.06
H -25.9226 23.4428 -18.3750  0.07
H -25.8314 21.6900 -17.9048  0.06
H -24.2235 22.4958 -16.0041  0.13
H -24.5541 24.8902 -15.2310  0.11
H -25.5457 25.1259 -16.6828  0.12
H -22.3197 25.9706 -15.7321  0.07
H -23.4163 26.9173 -16.7697  0.09
H -22.0003 26.0161 -17.4328  0.08
H -26.1773 23.1793 -14.7312  0.06
H -27.0832 23.2466 -16.1306  0.05
C -27.8849 25.8494 -13.8316  -0.04
C -27.9723 24.7797 -12.7535  -0.44
C -26.6592 24.6315 -11.9916  -0.18
O -25.6693 24.0173 -12.7876  -0.22
C -24.4119 23.7852 -12.2468  -0.12
N -29.1044 25.0921 -11.8975  0.04
H -27.3664 26.6785 -13.3442  0.08
H -28.8930 26.1709 -14.0941  0.07
H -27.3929 25.5427 -14.7535  0.07
H -28.1563 23.8272 -13.2728  0.12
H -26.7373 23.9997 -11.0994  0.13
H -26.3185 25.6223 -11.6637  0.13
H -24.1095 24.6648 -11.6532  0.08
H -23.5935 23.8271 -12.9683  0.08
H -24.3033 22.9580 -11.5407  0.09
H -29.3584 24.2409 -11.4008  0.08
H -29.9044 25.2116 -12.5097  0.07
C -28.4443 20.7711 -19.6517  -0.07
C -29.9548 20.9639 -19.8174  -0.29
O -30.3790 22.1510 -19.1672  -0.09
H -28.1965 20.6845 -18.5954  0.06
H -27.9320 21.6549 -20.0419  0.08
H -28.0784 19.9659 -20.2885  0.08
H -30.4892 20.0945 -19.4252  0.11
H -30.3139 21.0636 -20.8457  0.11
H -30.6111 22.8148 -19.8175  0.09
C -29.9234 20.1733 -14.8735  -0.08
C -28.5516 20.3148 -14.1783  -0.27
O -27.5806 20.4007 -15.2316  -0.16
H -30.1285 21.0622 -15.4664  0.07
H -30.6438 20.0740 -14.0515  0.07
H -30.1039 19.2654 -15.4474  0.07
H -28.2418 19.5146 -13.5074  0.11
H -28.4783 21.2841 -13.6753  0.10
H -27.5076 21.3529 -15.4403  0.03
C -18.2826 26.4106 -13.7050  -0.08
C -18.9967 26.6978 -15.0265  -0.33
O -18.5366 25.8308 -16.0356  -0.09
H -18.6981 27.0038 -12.8879  0.07
H -17.2498 26.7524 -13.7850  0.07
H -18.3020 25.3302 -13.5684  0.05
H -18.7798 27.7241 -15.3296  0.11
H -20.0835 26.5753 -14.9665  0.09
H -18.9892 24.9809 -15.9610  0.03
C -24.6156 20.2512 -21.2278  -0.08
C -23.6535 21.4527 -21.3300  -0.31
O -24.3675 22.6275 -21.6947  -0.09
H -24.1343 19.2762 -21.2814  0.07
H -25.2363 20.3154 -22.1265  0.07
H -25.2705 20.3135 -20.3607  0.04
H -22.8195 21.2959 -22.0143  0.11
H -23.0999 21.5564 -20.3911  0.08
H -24.7532 23.0333 -20.9118  0.04
C -25.7570 29.6966 -17.4687  -0.09
C -25.7549 31.1919 -17.4119  -0.31
O -25.3575 31.7338 -18.6854  -0.10
H -26.0703 29.3157 -16.4913  0.07
H -24.7816 29.2139 -17.5862  0.06
H -26.3444 29.2999 -18.2967  0.08
H -25.1600 31.6285 -16.6048  0.11
H -26.7507 31.6390 -17.3578  0.11
H -24.6342 31.1788 -19.0041  0.03
C -28.6394 25.5990 -18.1619  -0.08
C -29.3740 24.7350 -17.1213  -0.29
O -28.7534 23.4615 -17.1385  -0.11
H -27.5529 25.6635 -18.0736  0.05
H -29.0112 26.6256 -18.2018  0.08
H -28.8098 25.0739 -19.1045  0.07
H -30.3952 24.7420 -17.5150  0.11
H -29.4613 25.1777 -16.1314  0.09
H -29.2340 22.9219 -17.7859  0.05
C -23.0240 28.7353 -12.2308  -0.07
C -23.3253 27.5409 -13.1380  -0.32
O -24.6990 27.4780 -13.4634  -0.09
H -22.2290 28.3758 -11.5742  0.07
H -23.8381 28.9735 -11.5485  0.08
H -22.7725 29.5881 -12.8576  0.07
H -23.0852 26.6209 -12.5908  0.10
H -22.7862 27.5045 -14.0908  0.09
H -25.0273 26.6031 -13.2448  0.03
C -21.7901 28.9974 -18.9331  -0.09
C -21.4931 30.3054 -19.6611  -0.29
O -22.8143 30.7126 -20.0201  -0.11
H -22.5747 28.4150 -19.4080  0.07
H -22.1259 29.2594 -17.9259  0.07
H -20.8883 28.4195 -18.7173  0.08
H -20.8078 30.2306 -20.5105  0.11
H -21.0356 31.0632 -19.0170  0.11
H -22.7828 31.6179 -20.3531  0.09
C -25.1005 25.8984 -21.1509  -0.63
O -24.5402 25.2167 -20.3042  0.02
N -24.6202 26.2585 -22.3891  0.17
N -26.3522 26.3990 -20.9537  0.16
H -25.3345 26.6847 -22.9404  0.09
H -23.6356 26.2339 -22.5752  0.11
H -26.8888 26.8439 -21.6760  0.09
H -26.8792 26.3358 -20.1040  0.07
C -20.4805 22.6837 -14.3670  -0.66
O -19.8966 23.3227 -15.2433  0.02
N -21.3406 21.6888 -14.6312  0.18
N -20.1152 22.8070 -13.0622  0.16
H -21.7519 21.1579 -13.8856  0.10
H -21.5314 21.4098 -15.5779  0.11
H -19.6265 23.6575 -12.8349  0.09
H -20.5675 22.3580 -12.2856  0.10
C -21.0600 23.2780 -19.3394  -0.67
O -20.4899 22.5784 -20.1688  0.01
N -20.5245 23.5815 -18.1237  0.16
N -22.3240 23.7542 -19.4919  0.16
H -21.0933 24.0987 -17.4814  0.05
H -19.7302 23.0443 -17.8289  0.09
H -22.6961 23.6934 -20.4237  0.07
H -22.7679 24.3471 -18.8094  0.05
C -25.2609 18.7048 -17.5790  -0.70
O -24.5735 18.4129 -18.5564  0.01
N -24.6875 19.1148 -16.4302  0.16
N -26.6161 18.6502 -17.4847  0.16
H -25.2853 19.3471 -15.6540  0.08
H -23.6995 19.2871 -16.4498  0.10
H -27.1138 18.1574 -18.2036  0.10
H -27.0621 19.2437 -16.8108  0.05

The following is a DFT calculation (the ωB97M-V functional and the def2-TZVPD basis) of a gas-phase ion, C6H18N2OP (charge +1).

Output
Energy above the lowest of the compared OMol25 structures with the same formula, charge and spin, eV: 0.338
Total charge: +1
Multiplicity: 1
Highest occupied orbital energy, eV: -12.07
Structure (SMILES): CN(C)C[C@H](OP)[NH+](C)C

Last column: Löwdin charge in e.
Element x y z (Å)
C 2.5585 -1.5145 -0.8153  -0.06
N 1.5613 -0.6157 -0.1824  -0.33
C 1.3988 -0.7319 1.2403  -0.12
C 0.2634 -0.6320 -0.8521  -0.14
C -0.4992 0.7116 -0.7089  -0.39
O 0.0999 1.8672 -0.1128  -0.44
P 1.7675 2.0947 -0.4909  0.90
N -1.8188 0.6497 -0.0080  -0.16
C -2.8791 -0.1729 -0.7697  0.04
C -1.7331 0.2332 1.4346  0.01
H 3.5202 -1.1336 -0.4742  0.08
H 2.6088 -2.4602 -0.3211  0.07
H 2.6036 -1.6071 -1.9498  0.12
H 1.1276 0.2336 1.5642  0.02
H 0.6239 -1.3820 1.6687  0.08
H 2.3666 -0.9588 1.8056  0.13
H -0.5133 -1.4222 -0.3425  0.16
H 0.2966 -0.7669 -1.9889  0.15
H -0.8836 0.9260 -1.7226  0.14
H 2.3971 2.0092 0.9251  -0.03
H 1.7313 3.4575 -0.1362  -0.11
H -2.1485 1.6843 -0.0005  0.22
H -2.5648 -0.1410 -1.8198  0.11
H -2.8904 -1.1261 -0.3546  0.07
H -3.9053 0.2366 -0.7771  0.12
H -1.4656 -0.8686 1.3854  0.10
H -0.9255 0.8773 1.9208  0.12
H -2.6978 0.5527 1.8828  0.12